[1]
Computed, not measured: 2 unconnected molecules or ions with the total composition C2H3NS2 in a non-equilibrium geometry, with wB97M-V/def2-TZVPD.

XYZ file:
```
8
Properties=species:S:1:pos:R:3:forces:R:3
C 1.0510 -0.6734 -0.9710 -1.516 -1.998 -2.375
C -0.7274 0.8907 1.2647 2.560 3.567 0.764
N 0.3017 -1.4183 -1.5405 0.861 0.742 1.017
S -1.7919 -0.0986 0.7075 -1.101 -1.069 -0.436
S 2.2841 0.1467 -0.5064 0.741 0.807 0.888
H -0.4942 1.1965 2.2976 -0.664 -1.079 0.246
H -0.0595 1.6356 0.7202 -0.990 -1.319 -0.438
H -0.5639 -1.6793 -1.9721 0.107 0.348 0.334
```
Positions in Å, forces in eV/Å.

Values from the calculation:
* 2S+1: 1
* SMILES: N=C=S.C=S
* relative energy (zero: lowest compared OMol25 entry of this formula, charge and spin): 30.8 kcal per mole
* HOMO-LUMO gap: 8.53 eV

***

[2]
Computed, not measured: 2 unconnected molecules or ions with the total composition C5H12O2 in a non-equilibrium geometry, with wB97M-V/def2-TZVPD.

XYZ file:
```
19
Properties=species:S:1:pos:R:3:forces:R:3
C -1.1948 -1.4987 0.9303 0.424 0.001 -0.288
C -0.6126 -0.6146 -0.2499 0.121 0.295 -0.583
C -0.5701 0.8331 0.1974 -0.339 0.159 -0.365
O 0.0560 0.9104 1.4697 0.047 0.220 0.007
C 0.2533 1.5075 -0.8820 -0.083 0.310 -0.021
C 1.3944 0.5298 -1.0618 -0.289 0.046 0.126
O 0.6917 -0.7198 -1.1227 -0.991 0.036 0.535
H -1.2831 -2.5686 0.7180 0.303 0.216 -0.195
H -0.7349 -1.3694 1.9150 0.212 0.035 -0.461
H -2.2398 -1.1422 1.0530 0.528 0.025 -0.326
H -1.3067 -0.7801 -1.0618 -0.445 0.372 -0.057
H 1.1953 -1.8429 0.7983 0.671 -0.426 0.436
H -1.5955 1.2150 0.2462 0.021 0.115 0.043
H 0.3369 1.8260 1.5989 -0.078 -0.215 0.051
H 0.5418 2.5302 -0.6335 0.043 0.012 0.006
H -0.3364 1.5059 -1.8054 0.071 0.216 0.088
H 2.1059 0.5674 -0.2199 -0.256 -0.183 -0.056
H 1.9717 0.7342 -1.9786 -0.406 -0.543 0.146
H 1.3270 -1.6231 0.0890 0.446 -0.691 0.915
```
Positions in Å, forces in eV/Å.

Values from the calculation:
* 2S+1: 1
* SMILES: C[C@@H]1OCC[C@@H]1O.[H][H]
* relative energy (zero: lowest compared OMol25 entry of this formula, charge and spin): 76.2 kcal per mole
* HOMO-LUMO gap: 10.25 eV

***

[3]
Computed, not measured: a single C3H2Br2P2 molecule in a non-equilibrium geometry, with wB97M-V/def2-TZVPD.

XYZ file:
```
9
Properties=species:S:1:pos:R:3:forces:R:3
C 1.3346 -0.1497 -0.2394 1.885 -1.351 0.363
C 0.0620 -0.6935 -0.5540 -3.551 2.359 2.672
C -1.0922 -0.1252 0.2768 4.239 -2.235 -3.359
P 1.5127 0.9436 1.0553 1.090 -0.193 -0.585
P -0.5314 0.9711 1.5602 -1.382 0.589 -0.141
Br -0.2595 -1.8320 -2.0074 0.226 -0.015 0.166
Br -2.8200 -0.6349 -0.1601 -0.273 0.179 0.319
H 2.3326 -0.6074 -0.6073 -2.012 0.880 0.030
H -0.5389 2.1280 0.6760 -0.222 -0.214 0.535
```
Positions in Å, forces in eV/Å.

Values from the calculation:
* 2S+1: 1
* SMILES: BrC1=CP=[PH]=C1Br
* relative energy (zero: lowest compared OMol25 entry of this formula, charge and spin): 19.5 kcal per mole
* HOMO-LUMO gap: 7.49 eV

***

[4]
Computed, not measured: 2 unconnected molecules or ions with the total composition C6H17NO in a non-equilibrium geometry, with wB97M-V/def2-TZVPD.

XYZ file:
```
25
Properties=species:S:1:pos:R:3:forces:R:3
C 0.6200 -1.6708 -1.6205 0.937 -0.006 -0.633
N -0.0643 -1.5750 -0.3472 0.596 0.419 -0.191
C -0.7812 -0.3069 -0.1658 -1.590 -0.927 -0.969
C -0.9527 -0.0544 1.3293 1.894 1.087 0.716
C -0.0429 1.1182 1.8074 0.052 0.063 -0.002
C 1.2812 0.6588 2.4097 -0.175 -0.249 -0.313
C -2.1464 -0.3111 -0.9350 -0.632 -0.006 0.559
H 1.6743 -1.9371 -1.5358 0.161 -0.474 0.551
H 0.7339 -0.6826 -2.0592 -0.552 0.158 -0.259
H 0.2491 -2.3576 -2.3937 -0.518 0.203 0.283
H -0.6611 -2.3649 -0.1619 -0.110 -0.089 0.000
H -0.2203 0.4391 -0.7293 0.431 0.183 0.791
H -1.9158 0.1642 1.7289 -1.155 0.027 -0.496
H -0.6030 -0.9257 1.8819 -0.083 -0.262 -0.158
H 0.1376 1.7859 0.9584 0.040 0.014 0.028
H -0.5397 1.7514 2.5505 -0.140 -0.190 -0.050
H 1.8254 -0.0054 1.7446 -0.032 -0.187 -0.261
H 1.0856 0.0845 3.3193 0.174 0.233 0.078
H 1.9390 1.4995 2.5904 0.098 0.189 0.399
H -2.9712 -0.2222 -0.2265 -0.067 -0.203 0.090
H -2.2929 -1.2464 -1.4713 0.078 -0.050 -0.129
H -2.3410 0.5061 -1.6329 0.538 0.041 -0.066
H 2.3196 1.2566 -2.2511 0.060 -0.185 0.341
H 1.3436 1.8367 -1.1587 0.424 -0.220 -0.318
O 1.6627 1.9292 -2.0683 -0.430 0.432 0.008
```
Positions in Å, forces in eV/Å.

Values from the calculation:
* 2S+1: 1
* SMILES: CCC[C@H](C)NC.O
* relative energy (zero: lowest compared OMol25 entry of this formula, charge and spin): 27.5 kcal per mole
* HOMO-LUMO gap: 9.50 eV

***

[5]
Computed, not measured: a single C4H7NO molecule, with wB97M-V/def2-TZVPD.

XYZ file:
```
13
Properties=species:S:1:pos:R:3:forces:R:3
C -1.1732 -0.8113 -1.3832 -0.049 -0.031 -0.043
N -0.3494 0.9532 0.0360 0.153 -0.038 0.284
C 0.0712 -0.0476 -0.9322 0.075 -0.071 -0.074
C 0.1512 1.0512 1.1946 -0.140 0.111 -0.107
C 1.2882 0.2872 1.8086 0.115 0.020 0.620
O 1.5088 0.3717 2.9988 -0.110 -0.069 -0.801
H -0.9931 -1.3484 -2.3187 0.019 0.034 0.144
H -1.9917 -0.1023 -1.5355 0.103 -0.115 -0.035
H -1.4875 -1.5338 -0.6233 0.040 0.118 -0.087
H 0.8389 -0.7473 -0.5741 -0.127 0.127 -0.038
H 0.4939 0.4963 -1.7851 -0.092 -0.029 0.117
H -0.2772 1.7918 1.8768 0.085 -0.078 -0.071
H 1.9349 -0.3228 1.1532 -0.072 0.020 0.091
```
Positions in Å, forces in eV/Å.

Values from the calculation:
* 2S+1: 1
* SMILES: CC/N=C\C=O
* relative energy (zero: lowest compared OMol25 entry of this formula, charge and spin): 43.2 kcal per mole
* HOMO-LUMO gap: 9.38 eV

***

[6]
Computed, not measured: 5 unconnected molecules or ions with the total composition C10H28B2ClF8N2O3 in a non-equilibrium geometry, with wB97M-V/def2-TZVPD.

XYZ file:
```
54
Properties=species:S:1:pos:R:3:forces:R:3
C 0.6457 -1.4792 4.9479 -0.252 -1.547 0.592
O 0.3253 -0.2578 4.4163 -0.574 1.388 -0.618
C -1.0080 -0.1533 3.9225 1.297 1.339 -1.175
C -1.0587 1.2972 3.3408 -0.364 0.386 0.347
N -0.4282 1.4055 1.9649 -2.351 0.315 0.294
H 0.3829 0.8110 1.8677 1.014 -0.965 -0.119
H -1.1373 1.0233 1.3423 -0.052 -0.775 -0.625
C -0.2443 2.7793 1.4543 1.334 0.387 2.222
C 0.3260 2.8969 0.0828 -0.299 1.743 -0.887
O 1.6255 2.3411 0.0785 -0.431 0.368 -1.028
C 2.5192 2.9188 -0.9197 -0.504 -0.182 0.817
H 0.0538 -1.6890 5.8849 0.472 0.161 -0.529
H 1.7237 -1.4684 5.1864 -0.544 -0.165 -0.161
H 0.3941 -2.2753 4.2186 0.450 0.116 0.320
H -1.6701 -0.3002 4.7637 -0.691 0.073 0.031
H -1.1957 -0.8266 3.0627 0.095 -0.189 0.665
H -0.5168 1.9715 4.0003 0.316 -0.140 0.082
H -2.0749 1.7524 3.2864 0.522 -0.722 -0.261
H 0.4827 3.2167 2.1696 -0.223 0.027 -0.444
H -1.1713 3.2873 1.6292 -0.597 0.331 -0.502
H 0.3204 4.0145 -0.1247 0.471 -0.818 0.410
H -0.3897 2.5998 -0.7031 0.500 -0.863 0.163
H 2.7385 3.9518 -0.5876 -0.043 -0.273 -0.358
H 2.0909 2.9303 -1.9572 0.387 -0.265 0.935
H 3.4219 2.3029 -0.8129 -0.293 0.247 -0.550
C 1.3979 -3.0650 -1.3657 -0.547 -0.140 0.679
C 0.4282 -2.1892 -2.1459 -0.532 0.411 1.148
C -1.0003 -2.6561 -1.8044 -0.855 1.922 -0.088
O -1.8834 -1.7049 -2.4646 2.592 -0.650 0.031
C -3.1997 -1.8389 -2.1442 -1.617 0.745 0.984
N 0.5132 -0.6886 -1.8086 -0.711 -0.697 1.243
H 1.3360 -0.1831 -2.1453 0.452 -0.576 -0.291
H -0.3480 -0.2730 -2.1540 -0.275 0.182 -0.121
H 0.5147 -0.5685 -0.7584 0.115 -0.343 -0.443
H 1.4571 -4.0402 -1.8409 -0.222 -0.197 0.012
H 1.0325 -3.1311 -0.3170 0.064 -0.275 -0.770
H 2.4055 -2.7366 -1.2441 0.634 0.754 -0.481
H 0.4571 -2.1976 -3.2053 0.768 -0.277 -1.066
H -1.1913 -2.5361 -0.7256 0.194 -0.353 -0.118
H -1.2407 -3.6765 -2.1430 0.410 0.190 0.082
H -3.5874 -2.7599 -2.5797 -0.510 -0.031 -0.148
H -3.6735 -0.9083 -2.4970 -0.225 -0.670 -0.174
H -3.4124 -1.8364 -1.0457 0.405 -0.173 -0.512
B -3.0678 1.5465 -0.9512 -0.134 -1.113 -0.485
F -2.7105 1.5284 -2.3274 0.182 0.380 0.816
F -4.3909 1.1367 -0.8352 -0.256 0.184 0.097
F -2.2607 0.5655 -0.2596 0.390 0.130 0.099
F -2.8458 2.7599 -0.3083 0.133 0.468 -0.136
B 3.6830 -0.4349 -3.3906 -0.667 -2.198 0.876
F 4.8867 0.1849 -3.5255 0.233 0.730 0.169
F 3.1724 -0.4492 -1.9868 0.560 0.720 -1.018
F 2.6625 0.1091 -4.1819 0.100 0.137 0.129
F 3.8594 -1.8360 -3.6793 -0.277 0.761 -0.142
Cl 0.8505 -1.1714 1.3204 -0.049 0.000 0.010
```
Positions in Å, forces in eV/Å.

Values from the calculation:
* net charge: -1
* 2S+1: 1
* HOMO-LUMO gap: 9.10 eV

***

[7]
Computed, not measured: a molecular structure, C22H20ClN4PdSTe, with wB97M-V/def2-TZVPD.

XYZ file:
```
50
Properties=species:S:1:pos:R:3:forces:R:3
Pd -0.1247 0.1297 -0.3161 0.606 -0.291 -0.084
C -3.1410 0.4035 0.2260 -0.011 0.013 0.034
C -3.0506 1.7697 0.2292 -0.006 -0.060 0.018
N -2.1202 2.5399 -0.3813 0.015 0.045 0.005
C -0.9971 2.3201 -0.8935 -0.094 0.041 -0.040
C -2.0721 -0.2463 -1.8920 -0.242 -0.064 0.085
C -2.2921 -0.4924 -0.5334 -0.019 0.161 -0.090
C -2.8660 0.6532 -2.6854 0.058 0.013 -0.058
C -2.3475 1.1612 -3.8200 0.001 -0.008 0.046
C -0.9360 0.9377 -4.0481 -0.054 -0.024 0.008
C -0.1302 1.7740 -4.7141 0.060 0.035 -0.014
C 1.3105 1.8778 -4.5045 -0.012 0.016 0.003
C 1.8366 2.2476 -3.3153 -0.041 -0.028 -0.054
N 1.1434 2.5421 -2.1746 0.103 0.041 0.090
C 0.0352 2.4814 -1.6584 -0.026 0.057 -0.005
H -3.8686 -0.0282 0.9035 0.001 -0.005 0.000
H -3.7756 2.3337 0.8023 0.005 0.007 0.001
H -2.0796 -1.4742 -0.1158 0.050 -0.001 -0.017
H -3.8629 0.8984 -2.3417 -0.009 -0.013 -0.002
H -2.8987 1.8384 -4.4610 0.009 0.002 -0.006
H -0.5947 2.5258 -5.3512 0.006 0.000 0.000
H 1.9932 1.8206 -5.3440 -0.021 -0.014 -0.015
H 2.9037 2.4045 -3.2305 0.000 0.006 0.009
Te -0.2956 -0.7247 -2.9206 -0.001 -0.024 -0.027
S 0.5056 -3.0729 -0.1823 -0.014 -0.065 0.078
C 0.7293 -1.8776 0.8632 -0.163 0.002 0.026
N 2.1920 -0.0651 -0.2515 -0.154 -0.164 -0.031
C 3.6414 -2.2115 -0.0249 0.082 -0.046 -0.064
C 4.0976 -1.4554 2.8229 0.149 -0.004 -0.046
N 3.0457 -0.7192 2.1252 -0.072 -0.179 -0.134
H 3.0507 0.4056 -0.5469 -0.072 0.082 0.002
H 3.3665 -2.3553 -1.0575 0.081 -0.048 0.015
H 4.1347 -2.9522 0.5856 -0.048 0.031 0.019
H 4.3564 -0.8354 3.6780 -0.046 -0.030 0.039
H 5.0052 -1.5772 2.2236 -0.063 -0.016 -0.034
H 3.7625 -2.4285 3.1913 0.034 -0.009 -0.010
Cl 2.6333 -1.2174 0.7216 0.007 0.580 0.206
C -0.0811 -1.4707 2.0036 -0.070 -0.039 -0.002
C -0.8637 -2.4978 2.5590 -0.018 0.024 0.016
C -1.8464 -2.2532 3.4909 -0.008 0.030 0.015
C -2.1307 -0.9292 3.8682 0.000 -0.025 -0.004
C -1.3943 0.0978 3.3560 0.004 -0.020 -0.019
C -0.2927 -0.1063 2.4584 -0.005 0.054 -0.025
C 0.4440 1.0304 2.1318 -0.028 -0.074 0.049
H -0.6842 -3.5110 2.2269 0.008 0.005 -0.002
H -2.4057 -3.0774 3.9113 -0.007 0.007 0.005
H -2.9239 -0.7244 4.5747 -0.002 -0.007 0.001
H -1.5984 1.1155 3.6619 0.002 0.002 0.002
H 1.4084 1.0121 1.6586 0.007 -0.002 0.013
H 0.0784 1.9829 2.4912 0.016 0.005 0.002
```
Positions in Å, forces in eV/Å.

Values from the calculation:
* net charge: +1
* expectation value of S²: 6.163
* 2S+1: 5
* relative energy (zero: lowest compared OMol25 entry of this formula, charge and spin): 460.7 kcal per mole
* HOMO-LUMO gap (spin up / spin down): 5.71 / 6.47 eV

***

[8]
Computed, not measured: a molecular structure, C3H8F6N2O4PRb in a non-equilibrium geometry, with wB97M-V/def2-TZVPD.

XYZ file:
```
25
Properties=species:S:1:pos:R:3:forces:R:3
Rb -2.3273 -2.2641 -0.7812 0.289 -0.093 -0.031
C 0.8527 1.4613 1.1176 -0.206 -0.969 -0.266
C 0.8517 0.1432 0.3458 -2.859 -1.603 -0.870
O -0.1498 -0.5167 0.1112 3.348 1.860 0.699
N 2.2119 -0.3510 -0.2863 -1.136 2.599 0.135
H 2.7652 -0.7183 0.4746 0.818 0.528 0.402
H 2.1411 -1.1649 -0.8802 -0.986 -1.286 -1.240
C 2.8397 0.7911 -1.1384 0.749 -1.145 0.683
H -0.1628 1.5441 1.5049 -0.038 0.069 -0.084
H 1.0379 2.2940 0.4390 0.148 -0.017 0.071
H 1.5340 1.4687 1.9684 0.274 -0.024 -0.225
H 3.6914 0.2849 -1.5928 0.027 0.396 -0.153
H 3.1663 1.6341 -0.5295 -0.058 -0.369 0.201
H 2.1778 1.1695 -1.9174 -0.360 -0.558 0.273
P -3.7551 1.1861 1.2259 -4.150 0.758 0.811
F -3.5280 2.1538 -0.1234 0.219 -0.595 1.822
F -4.5219 2.3759 2.0566 1.109 -0.303 -0.967
F -5.2271 0.7083 0.6296 0.783 0.546 -0.312
F -4.1096 0.1752 2.4896 1.017 0.117 -0.587
F -3.1038 -0.0081 0.3830 0.975 -0.905 -0.214
F -2.3497 1.5319 1.9196 0.240 0.306 -0.631
N 1.5006 -3.4790 -1.8534 -0.863 -2.565 -0.400
O 2.4460 -2.7835 -2.1162 3.382 2.745 -0.420
O 0.5063 -2.9618 -1.3776 -2.943 1.776 1.581
O 1.5124 -4.6745 -2.0695 0.220 -1.266 -0.278
```
Positions in Å, forces in eV/Å.

Values from the calculation:
* 2S+1: 1
* relative energy (zero: lowest compared OMol25 entry of this formula, charge and spin): 21.2 kcal per mole
* HOMO-LUMO gap: 7.92 eV

***

The highest 2S+1 belongs to which entry? C22H20ClN4PdSTe

***

Look up the 2S+1 of the sixth one. 1